Entry 1:
A gas-phase ion, C5H13N2O (charge -1). Source: the OMol25 dataset; level of theory: ωB97M-V with the def2-TZVPD basis set.

Each atom is followed by the atoms it is bonded to, with distances in Å.
Positions of all 21 atoms, in Å:
1 H -0.896 1.796 -2.248  C7 1.093
2 H -2.335 -1.166 1.059  C16 1.093
3 C 1.718 -0.115 1.444  O6 1.321, H12 1.139, H18 1.128, N21 1.509
4 H -1.215 -2.525 0.889  C16 1.095
5 H -2.031 -1.862 -0.536  C16 1.098
6 O 2.341 -0.532 2.532  C3 1.321
7 C -0.273 1.042 -1.760  H1 1.093, N11 1.453, H14 1.089, C19 1.526
8 H 0.151 -1.202 2.091  N21 1.014
9 H 1.657 0.881 -1.117  N11 1.016
10 C -0.424 -0.627 0.233  H15 1.102, C16 1.508, C19 1.542, N21 1.452
11 N 1.091 1.530 -1.655  C7 1.453, H9 1.016, H13 1.016
12 H 2.058 -0.605 0.474  C3 1.139
13 H 1.188 2.405 -1.147  N11 1.016
14 H -0.213 0.188 -2.433  C7 1.089
15 H 0.298 -1.094 -0.456  C10 1.102
16 C -1.561 -1.599 0.420  H2 1.093, H4 1.095, H5 1.098, C10 1.508
17 H -0.683 1.478 0.290  C19 1.094
18 H 1.817 0.996 1.279  C3 1.128
19 C -0.913 0.680 -0.422  C7 1.526, C10 1.542, H17 1.094, H20 1.094
20 H -2.007 0.710 -0.441  C19 1.094
21 N 0.233 -0.379 1.504  C3 1.509, H8 1.014, C10 1.452

Summary:
Relative energy (zero: lowest compared OMol25 entry of this formula, charge and spin) in kcal/mol: 13.7
DFT total energy in Ha: -383.0420
Gap between HOMO and LUMO in eV: 6.27
Net charge: -1
Spin multiplicity: 1
Lowest unoccupied orbital energy in Eh: 0.1377
Largest force on an atom in eV Å⁻¹: 0.82

---

Entry 2:
A single C5H13N2O molecule. Source: the OMol25 dataset; level of theory: ωB97M-V with the def2-TZVPD basis set.

Each atom is followed by the atoms it is bonded to, with distances in Å.
Positions of all 21 atoms, in Å:
1 H 1.833 1.384 -1.112  C21 1.104
2 N 0.846 -1.104 0.973  H15 0.997, C17 1.471, C19 1.358
3 H 0.326 0.631 -1.509  C21 1.104
4 C 0.023 1.521 0.303  H7 1.108, C10 1.522, H11 1.069, C21 1.569
5 H -3.013 2.505 0.183  O14 0.962
6 H 1.757 -1.327 -0.905  C17 1.102
7 H 0.283 2.597 0.266  C4 1.108
8 N -0.277 -2.796 -0.381  H9 1.008, C19 1.401, H20 0.998
9 H -0.143 -2.197 -1.181  N8 1.008
10 C -1.390 1.527 -0.266  C4 1.522, H12 1.125, O14 1.416, H18 1.104
11 H 0.281 1.282 1.313  C4 1.069
12 H -1.975 0.594 -0.038  C10 1.125
13 H 2.632 -0.240 0.178  C17 1.092
14 O -2.075 2.587 0.377  H5 0.962, C10 1.416
15 H 1.078 -0.665 1.837  N2 0.997
16 H -0.470 -2.590 1.704  C19 1.082
17 C 1.632 -0.546 -0.138  N2 1.471, H6 1.102, H13 1.092, C21 1.559
18 H -1.394 1.719 -1.353  C10 1.104
19 C -0.029 -2.133 0.828  N2 1.358, N8 1.401, H16 1.082
20 H -0.945 -3.536 -0.417  N8 0.998
21 C 1.019 0.788 -0.663  H1 1.104, H3 1.104, C4 1.569, C17 1.559

Summary:
Relative energy (zero: lowest compared OMol25 entry of this formula, charge and spin) in kcal/mol: 42.4
DFT total energy in Ha: -382.9444
Expectation value of S²: 0.75
Gap between HOMO and LUMO (alpha / beta) in eV: 5.39 / 9.86
Net charge: 0
Spin multiplicity: 2
Lowest unoccupied orbital energy (alpha / beta) in Eh: 0.0363 / 0.0351
Largest force on an atom in eV Å⁻¹: 3.23

---

Entry 3:
2 unconnected molecules or ions with the total composition C5H13N2O. Source: the OMol25 dataset; level of theory: ωB97M-V with the def2-TZVPD basis set.

Each atom is followed by the atoms it is bonded to, with distances in Å.
Positions of all 21 atoms, in Å:
1 H -4.700 -0.274 -0.923  N18 1.003
2 H 3.334 0.714 0.493  C6 1.104
3 O -0.871 -0.461 -0.006  C15 1.189
4 H 0.321 -1.231 -1.007  N19 1.034
5 H 1.486 -2.469 -1.309  N19 1.031
6 C 2.593 0.491 -0.295  H2 1.104, H10 1.089, C13 1.532, C21 1.539
7 H 1.652 2.445 -0.109  C21 1.092
8 H 0.780 1.647 1.862  C20 1.091
9 H -5.867 0.667 -0.266  N18 1.002
10 H 3.118 0.570 -1.246  C6 1.089
11 H 2.968 -1.578 0.208  C13 1.089
12 H -1.096 -0.014 1.899  C15 1.093
13 C 2.116 -0.942 -0.031  C6 1.532, H11 1.089, H17 1.121, N19 1.405
14 H -5.668 -0.875 0.294  N18 1.022
15 C -0.537 0.129 0.971  O3 1.189, H12 1.093, C20 1.471
16 H 0.744 1.152 -1.089  C21 1.105
17 H 1.538 -0.891 0.928  C13 1.121
18 N -5.193 -0.051 -0.079  H1 1.003, H9 1.002, H14 1.022
19 N 1.322 -1.483 -1.057  H4 1.034, H5 1.031, C13 1.405
20 C 0.606 1.056 0.962  H8 1.091, C15 1.471, C21 1.424
21 C 1.354 1.398 -0.200  C6 1.539, H7 1.092, H16 1.105, C20 1.424

Summary:
Relative energy (zero: lowest compared OMol25 entry of this formula, charge and spin) in kcal/mol: 115.3
DFT total energy in Ha: -382.6778
Gap between HOMO and LUMO in eV: 4.38
Net charge: +1
Spin multiplicity: 1
Lowest unoccupied orbital energy in Eh: -0.2871
Largest force on an atom in eV Å⁻¹: 2.09

---

Number 3 is which compound?
C5H13N2O